No. 1
19
Properties=species:S:1:pos:R:3:forces:R:3 method="wB97M-V/def2-TZVPD" charge=+1 energy_ha=-290.15972 homo_ha=-0.4939
C -2.08081 0.96983 -0.74157 1.6773 -0.0467 1.2993
C -0.98901 1.37315 -0.36098 -2.3455 -0.4390 -1.1936
C 2.27295 0.89893 0.65301 -0.5985 -4.5854 -1.8574
C -3.23796 0.20103 -1.22091 1.6897 1.8368 -1.6491
C 0.58291 -0.44563 1.65535 -2.7313 -1.9995 -0.6382
C 1.50395 -1.08991 -0.46841 1.8104 1.1485 -1.6059
N 1.47011 -0.14248 0.63783 2.0290 2.6584 -0.2018
H -0.07224 1.88300 -0.23545 0.0881 0.2929 0.1918
H 2.70576 0.87522 -0.36172 0.7504 1.4414 0.9142
H 2.69663 1.05361 1.62478 -0.1900 1.7306 0.3207
H -3.73223 0.76855 -1.98081 -0.3937 0.7959 -0.5043
H -4.00260 -0.09123 -0.59526 -1.0653 -0.7861 1.9382
H -2.80599 -0.56366 -1.80891 0.1829 -1.4783 -0.2611
H 0.54242 0.18058 2.51302 0.0615 0.7135 0.3472
H -0.36904 -0.50392 1.02257 0.4345 0.5787 1.5014
H 0.72385 -1.47899 1.89041 0.1947 -0.7403 0.7355
H 0.77595 -1.86800 -0.41209 -0.6692 -0.1047 0.0795
H 1.49391 -0.50873 -1.43402 -0.3399 -0.7714 0.8619
H 2.52145 -1.51135 -0.37686 -0.5851 -0.2453 -0.2786

=====

No. 2
68
Properties=species:S:1:pos:R:3:forces:R:3 method="wB97M-V/def2-TZVPD" charge=+1 energy_ha=-88132.34704 homo_ha=-0.4097
N -1.61315 -5.30680 -0.32164 -0.0167 -0.0963 -0.4374
C -1.52813 -4.13990 0.52411 -0.1474 -0.8164 -0.0380
C -2.09433 -2.87172 -0.00687 -0.0237 0.4124 -0.3757
N -1.15194 -2.24006 -0.99008 0.0173 -0.2583 -0.5334
Br -1.58515 -2.53510 -2.81263 -0.0530 0.0391 0.0025
H -2.48679 -5.39779 -0.82930 0.0828 -0.0464 0.1145
H -0.82536 -5.45080 -0.94464 -0.1938 0.1129 0.1288
H -2.03891 -4.31182 1.46290 -0.1269 -0.2493 0.3504
H -0.48755 -3.98778 0.75629 0.4562 0.0437 0.4177
H -3.03561 -3.00195 -0.51096 -0.4561 -0.0789 -0.1866
H -2.23585 -2.14966 0.78073 0.0298 0.3475 0.3064
H -1.12760 -1.21692 -0.84551 0.0337 -0.1802 -0.1396
H -0.20640 -2.60473 -0.84621 -0.0283 0.0832 0.0013
C 2.76974 -4.50011 2.69291 -0.1234 -0.0455 -0.0212
Br 2.24683 -4.37345 0.83991 0.1551 0.1231 -0.2892
Br 1.22709 -4.76214 3.79128 -0.1548 -0.0445 0.1695
Br 4.05746 -5.88776 2.91703 0.1288 -0.1362 0.0694
H 3.22480 -3.56451 2.97482 0.0570 0.1023 -0.0410
C -5.09981 -9.00272 -0.19753 0.0281 -0.0379 -0.0104
Br -4.93782 -7.86448 -1.74244 0.0302 0.1399 0.0026
Br -4.20080 -10.66263 -0.47651 0.0804 -0.1843 -0.0296
Br -4.49184 -8.16165 1.42076 0.0672 0.1152 0.0166
H -6.14991 -9.21160 -0.07485 -0.1030 -0.0010 0.0186
C -2.46631 1.34982 0.08443 -0.0720 0.1124 -0.0516
Br -0.82440 0.41345 0.52520 0.2596 0.5266 0.4466
Br -2.13458 3.20566 -0.15522 0.0267 0.1858 0.0081
Br -3.31761 0.55229 -1.43792 -0.0454 -0.1323 -0.0763
H -3.12520 1.22832 0.92983 -0.0308 -0.0618 0.0957
C 0.54586 6.14370 -0.24159 -0.0397 -0.1977 0.0136
Br -1.29671 6.57315 0.07765 -0.1822 0.1062 0.0610
Br 1.07488 6.61253 -2.01198 0.0453 0.1611 -0.1530
Br 1.68604 6.89204 1.10794 0.0051 0.0957 0.1471
H 0.63813 5.07315 -0.14044 0.0350 -0.0982 -0.0493
C 4.47520 4.97015 -0.58831 0.0429 0.0858 0.0191
Br 3.11937 3.69745 -1.06953 -0.1155 -0.2129 -0.0989
Br 5.84374 4.14831 0.46426 0.1007 -0.0416 0.0976
Br 5.18815 5.83075 -2.14363 0.0812 -0.0203 -0.1825
H 3.99746 5.72976 0.01286 -0.0214 0.0512 0.0404
C 3.16092 2.91109 3.97757 0.0424 0.0025 0.0280
Br 4.64581 1.82213 4.49543 0.1308 -0.1133 0.0667
Br 3.66007 4.75240 3.83714 0.0083 0.1452 -0.0191
Br 2.36983 2.26047 2.34945 -0.1161 0.0113 -0.0952
H 2.41463 2.83913 4.75133 -0.0843 -0.0301 0.0616
C -3.48272 -3.58867 -6.28554 -0.0710 -0.0400 -0.0523
Br -4.11518 -4.64805 -4.81148 -0.0054 -0.0581 0.1545
Br -4.53970 -3.85974 -7.84633 -0.0993 -0.0287 -0.1572
Br -3.39960 -1.72346 -5.81516 0.1130 0.0809 0.1112
H -2.47840 -3.91206 -6.50615 0.1032 -0.0077 -0.0106
C 4.83619 9.58663 -2.30068 -0.0214 0.0072 0.0321
Br 3.80999 9.06093 -0.76837 -0.0680 0.0229 0.1848
Br 3.79530 9.44963 -3.90295 -0.0695 -0.0383 -0.1399
Br 5.56330 11.34100 -2.07082 0.1225 0.1683 -0.0390
H 5.66000 8.89686 -2.38936 0.0822 -0.0720 0.0136
C -6.39438 -3.23261 0.15434 0.0481 -0.0873 -0.0380
Br -5.84243 -1.66580 1.11410 0.0704 0.1117 0.1130
Br -6.22171 -2.99093 -1.73976 0.0674 0.0471 -0.1800
Br -5.45060 -4.80317 0.72764 0.0737 -0.0520 0.0645
H -7.43805 -3.39385 0.37227 -0.1036 0.0292 0.0124
C 4.76656 12.84501 1.21688 0.0115 -0.0266 -0.0144
Br 6.56406 13.51088 1.21859 0.1309 0.0249 -0.0195
Br 4.16578 12.43636 2.99022 -0.0544 -0.0565 0.1392
Br 3.57487 14.05046 0.32739 -0.1092 0.0840 -0.0839
H 4.76785 11.92430 0.65450 -0.0064 -0.0789 -0.0316
C 0.89668 -8.54638 2.67807 0.0340 0.0505 -0.0533
Br -0.26584 -8.46554 4.19867 -0.1120 -0.0070 0.1573
Br 1.60601 -10.30138 2.41675 0.0725 -0.1432 -0.0166
Br 0.01284 -7.88651 1.10656 -0.1064 0.1058 -0.0343
H 1.72492 -7.88359 2.87458 0.0869 0.0439 0.0322

=====

No. 3
22
Properties=species:S:1:pos:R:3:forces:R:3 method="wB97M-V/def2-TZVPD" energy_ha=-1068.92984 homo_ha=-0.2744
O -1.69383 0.44303 3.51768 -0.1583 0.0917 -0.4750
P -1.79835 -1.20218 3.54328 0.2252 -0.0701 1.0510
O -3.13612 -1.51424 2.63718 -0.3430 0.2900 -0.0272
P -0.16942 -1.76058 2.03612 0.2684 -0.1627 -0.3345
H -1.86619 0.78425 2.62380 0.1385 0.1479 0.1636
H -3.89032 -1.29205 3.20471 -0.0725 -0.2918 -0.3701
H 0.33824 -0.42013 2.17770 -0.0578 0.0304 0.0051
H -1.13566 -2.21578 1.07041 -0.0484 0.0629 0.0620
H 0.29552 -2.71306 2.96989 0.1054 -0.1696 0.0518
H 0.91449 -2.07627 1.12066 -0.0522 0.0486 -0.0785
C 0.48426 1.80820 -1.08092 -0.0272 0.0213 0.0416
C 0.30897 0.43439 -1.02405 -0.0080 -0.0157 0.0330
C 0.83772 -0.37790 -2.01480 -0.0084 -0.0570 -0.0017
C 1.54113 0.18624 -3.06760 0.0157 -0.0153 -0.0347
C 1.71235 1.56103 -3.12918 0.0215 0.0141 -0.0275
C 1.18519 2.37201 -2.13577 0.0100 0.0418 -0.0076
H 0.07577 2.44015 -0.30361 -0.0149 0.0203 0.0196
H -0.24064 -0.00628 -0.20333 -0.0328 0.0124 -0.0206
H 0.70209 -1.44989 -1.96571 -0.0031 -0.0326 0.0087
H 1.95625 -0.44591 -3.84060 0.0098 -0.0185 -0.0285
H 2.25802 2.00112 -3.95248 0.0246 0.0155 -0.0279
H 1.32052 3.44380 -2.18339 0.0074 0.0365 -0.0024

=====

No. 4
18
Properties=species:S:1:pos:R:3:forces:R:3 method="wB97M-V/def2-TZVPD" energy_ha=-476.30288 homo_ha=-0.3393
C -0.89860 0.29706 -1.42259 -1.8780 -0.6391 -0.9825
C -0.19832 -0.64021 -0.48718 -1.3979 -0.5338 2.6473
C -0.37676 0.14701 0.82248 1.3414 -0.6412 0.6377
C 1.23013 0.62995 -2.54661 -0.6073 -1.8741 1.5740
C -0.02491 -0.66362 2.07795 -0.1268 -1.6282 0.0274
N -0.02505 1.02940 -2.24236 -0.5521 2.1713 -0.8111
O -2.12053 0.44762 -1.47519 2.5184 0.0526 -0.0103
O -0.79312 -1.90974 -0.18624 -0.5205 0.7555 -0.8803
O 1.70130 1.01181 -3.65920 -0.6791 2.9673 -2.3837
H 0.81079 -0.84569 -0.66105 1.5250 0.3348 -0.7695
H -1.39956 0.42714 0.81797 -0.8721 0.6079 0.3471
H 0.29123 1.00412 0.78857 -0.2285 0.3719 -0.0970
H 0.55112 -0.08596 2.81929 -0.2013 -0.4897 -0.3565
H 0.40907 -1.66035 1.82262 0.8762 1.1223 -0.0750
H -0.88242 -1.15981 2.54870 -0.4406 1.0496 0.1822
H -0.43613 1.92322 -2.65016 0.2602 -1.4708 0.1471
H -0.70949 -2.41197 -0.99282 -0.1498 -0.6051 -0.2868
H 1.10968 1.70845 -4.18934 1.1329 -1.5512 1.0900

=====

No. 5
6
Properties=species:S:1:pos:R:3:forces:R:3 method="wB97M-V/def2-TZVPD" energy_ha=-1233.83965 homo_ha=-0.3305
S 0.50959 1.62520 -0.08288 -0.6675 -1.3381 0.0924
C -0.02077 0.05345 -0.08298 0.9405 0.1968 -0.0021
S -1.70201 -0.49455 -0.07993 0.8755 -0.0776 -0.0093
S 1.10308 -1.34990 -0.08061 0.0777 1.1963 0.2221
H -2.10152 0.73636 0.16363 -0.5156 0.5478 -0.0147
H 2.21163 -0.57056 0.16277 -0.7106 -0.5251 -0.2883

=====

No. 6
14
Properties=species:S:1:pos:R:3:forces:R:3 method="wB97M-V/def2-TZVPD" energy_ha=-324.61806 homo_ha=-0.3760
C -0.85817 -0.83942 1.13409 0.0151 0.0069 0.0759
C -0.28302 0.48322 0.74487 0.2690 -0.0067 0.0669
C 0.88853 0.69145 0.11219 0.0789 0.0040 0.5708
C 1.82311 -0.38333 -0.27713 -0.0101 -0.2847 0.1677
O 1.67855 -1.55614 0.00260 0.0567 0.4269 -0.1793
C -2.15051 0.69916 -1.75457 0.6931 0.0909 -0.7656
N -1.01024 0.75728 -2.05590 -1.0736 -0.1414 0.6331
H -1.03039 -1.47895 0.25829 0.0885 0.1741 0.0947
H -1.80298 -0.72348 1.67034 0.1777 0.0194 -0.0831
H -0.13322 -1.37466 1.75220 -0.1307 -0.0503 -0.0233
H -0.89122 1.36164 0.96612 0.1482 -0.1259 -0.0661
H -0.11898 0.70394 -1.55892 -0.2693 0.0822 -0.6306
H 1.18602 1.71229 -0.12563 0.0224 -0.1456 0.0462
H 2.70251 -0.05301 -0.86854 -0.0660 -0.0497 0.0927

=====

No. 7
32
Properties=species:S:1:pos:R:3:forces:R:3 method="wB97M-V/def2-TZVPD" energy_ha=-584.71005 homo_ha=-0.2981
C -2.50853 3.40406 2.60731 1.3173 -0.1175 1.6505
N -3.05289 2.45536 1.98923 -0.3874 0.4377 0.7673
C -2.24234 1.33340 1.70555 -3.1883 0.9618 -0.2636
C -2.99257 0.22660 1.58471 2.5368 -2.1571 -0.4825
C -2.34181 -1.08649 1.33118 3.2845 1.0726 -0.4272
C -2.84153 -2.20019 1.87131 0.3836 1.4728 -0.7747
B -0.81112 -0.93409 0.52999 -2.3122 -0.9961 0.4851
C -0.47774 -1.52932 -0.94020 1.0482 0.6545 0.2795
C 1.03445 -1.17558 -0.93150 -0.5995 -1.4771 1.1507
C 1.78982 -1.16667 -2.23547 -1.2686 0.6163 1.0936
C 1.19290 0.08369 -0.10236 -1.2828 0.1933 0.3846
C 0.80519 1.33062 -0.85552 -0.2004 -0.0040 -0.6021
C 2.56469 0.27134 0.42150 -0.6092 -0.2586 2.3989
O 0.17730 -0.11204 0.97297 0.3291 -0.1847 -0.4889
H -3.03536 4.12929 3.20218 -0.8500 0.6537 -0.7058
H -1.44348 3.40537 2.93720 -0.1287 -0.2449 -0.6423
H -1.21015 1.56536 1.72677 1.0555 -0.7388 -0.5313
H -3.95716 0.07603 2.01235 -1.1007 0.9867 -0.3137
H -3.86460 -2.16396 2.11613 -1.1287 -0.2885 0.9462
H -2.22710 -3.01050 2.13388 0.3570 -1.3774 -0.3160
H -0.53422 -2.54541 -1.32018 -0.4558 -0.4769 0.8636
H -1.04530 -1.01713 -1.70153 -0.2854 0.8265 -0.3120
H 1.36324 -1.98578 -0.22186 0.5619 0.5436 -0.7590
H 1.29177 -0.38257 -2.79361 0.2899 -0.0538 -0.7803
H 1.73322 -2.11838 -2.71405 0.1289 -0.5191 -0.5151
H 2.77613 -0.87900 -1.96599 1.1553 0.0799 -0.5202
H 0.83031 2.27095 -0.34582 0.3995 0.3413 0.8527
H -0.16822 1.30397 -1.27721 -1.2696 -0.4687 -0.1817
H 1.41300 1.42022 -1.72795 0.8715 0.2253 -0.5232
H 2.97284 -0.50910 1.04943 -0.4407 -0.3290 0.4999
H 2.72359 1.22581 0.88136 -0.2146 0.5223 0.6287
H 3.21126 0.27914 -0.35521 2.0037 0.1038 -2.8618

=====

Copy entry 5 word for word.
6
Properties=species:S:1:pos:R:3:forces:R:3 method="wB97M-V/def2-TZVPD" energy_ha=-1233.83965 homo_ha=-0.3305
S 0.50959 1.62520 -0.08288 -0.6675 -1.3381 0.0924
C -0.02077 0.05345 -0.08298 0.9405 0.1968 -0.0021
S -1.70201 -0.49455 -0.07993 0.8755 -0.0776 -0.0093
S 1.10308 -1.34990 -0.08061 0.0777 1.1963 0.2221
H -2.10152 0.73636 0.16363 -0.5156 0.5478 -0.0147
H 2.21163 -0.57056 0.16277 -0.7106 -0.5251 -0.2883